--- w ---
The following is a DFT calculation (the ωB97M-V functional and the def2-TZVPD basis) of an isolated ion of composition C3H4NO and charge +1.

## Properties
**E_HOMO (spin up / spin down)**: -14.2 / -14.2 eV
**Charge**: +1
**Gap between HOMO and LUMO (spin up / spin down)**: 7.162 / 7.174 eV

Positions of all 9 atoms, in Å:
O (-2.25, -0.20, -0.08)
N (0.97, -1.17, -0.11)
C (-1.50, 0.85, -0.05)
C (-0.24, -1.48, -0.02)
C (-1.53, -1.29, 0.17)
H (1.37, -0.52, 0.57)
H (-0.52, 0.94, 0.30)
H (1.64, -1.46, -0.80)
H (-1.98, 1.89, -0.14)

Atomic partial charges in e from the Löwdin method, atoms 1 to 4: O 0.10; N 0.19; C 0.21; C -0.05

--- x ---
The following is a DFT calculation (the ωB97M-V functional and the def2-TZVPD basis) of an isolated ion of composition C3H4NO and charge +1.

## Properties
**E_HOMO**: -16.8 eV
**Charge**: +1
**Gap between HOMO and LUMO**: 10.089 eV

Positions of all 9 atoms, in Å:
O (1.04, 0.72, 0.00)
N (0.12, -1.23, 0.05)
C (-0.91, -0.30, 0.03)
C (-0.19, 1.01, 0.00)
C (1.29, -0.55, 0.04)
H (-0.53, 2.10, -0.06)
H (-1.51, -0.11, -0.86)
H (2.25, -1.08, -0.05)
H (-1.57, -0.56, 0.85)

Atomic partial charges in e from the Löwdin method, atoms 1 to 4: O 0.16; N 0.15; C -0.13; C 0.10

Q: Which of them is the least stable? A: w.

--- w ---
The following is a DFT calculation (the ωB97M-V functional and the def2-TZVPD basis) of the molecule C4H6ClNOS.

## Properties
**Structure (SMILES)**: C=C(CCl)N(O)C=S
**E_HOMO**: -8.5 eV
**Gap between HOMO and LUMO**: 8.718 eV

Positions of all 14 atoms, in Å:
Cl (1.72, 0.52, 2.12)
S (-2.85, 0.95, -0.77)
O (0.93, 1.43, -0.87)
N (-0.24, 0.71, -0.53)
C (-0.95, -1.46, 0.21)
C (-1.31, 1.22, -1.13)
C (1.47, -0.75, 0.76)
C (0.05, -0.56, 0.09)
H (2.27, -0.90, 0.04)
H (-0.85, -2.35, 0.74)
H (1.51, -1.64, 1.30)
H (1.24, 1.91, 0.00)
H (-1.85, -1.18, -0.23)
H (-1.13, 2.10, -1.72)

Atomic partial charges in e from the Löwdin method, atoms 1 to 4: Cl 0.52; S 0.69; O -0.05; N -0.19

--- x ---
The following is a DFT calculation (the ωB97M-V functional and the def2-TZVPD basis) of the molecule C4H6ClNOS.

## Properties
**Structure (SMILES)**: CO/C=C(/Cl)C(N)=S
**E_HOMO**: -8.3 eV
**Gap between HOMO and LUMO**: 7.699 eV

Positions of all 14 atoms, in Å:
Cl (-0.85, 2.19, -0.09)
S (-2.57, -1.04, 0.23)
O (2.28, -0.68, -0.07)
N (-0.16, -1.78, -0.39)
C (-0.05, 0.62, -0.05)
C (3.61, -0.38, 0.22)
C (1.36, 0.56, 0.04)
C (-0.85, -0.66, 0.03)
H (4.05, 0.33, -0.50)
H (0.84, -1.78, -0.84)
H (-0.66, -2.61, -0.54)
H (1.70, 1.53, 0.12)
H (3.95, 0.12, 1.21)
H (4.10, -1.18, 0.34)

Atomic partial charges in e from the Löwdin method, atoms 1 to 4: Cl 0.65; S 0.50; O -0.16; N 0.02

Q: Which of them is the least stable? A: x.